{"formula": "C23H27F16NO9P", "method": "wB97M-V/def2-TZVPD", "total_charge": 1, "e_tot_ev": -96968.9396, "homo_lumo_gap_ev": 8.744, "homo_ev": -13.69, "species": ["C", "C", "C", "C", "N", "C", "C", "O", "C", "C", "O", "C", "C", "C", "O", "O", "C", "C", "P", "O", "O", "O", "H", "H", "H", "H", "H", "H", "H", "H", "H", "H", "H", "H", "H", "H", "H", "H", "H", "H", "H", "C", "C", "C", "F", "F", "F", "F", "O", "C", "C", "F", "F", "F", "F", "H", "H", "H", "H", "C", "C", "C", "F", "F", "F", "F", "O", "C", "C", "F", "F", "F", "F", "H", "H", "H", "H"], "coordinates": [[-0.7888, 2.3366, 3.8176], [-1.5243, 1.0638, 3.1507], [-0.6661, -0.2603, 3.2545], [0.2292, -0.5364, 2.0155], [0.3012, 0.3645, 0.9781], [1.0812, 0.1451, -0.1614], [1.0623, 1.2074, -1.3080], [-0.1281, 1.1466, -2.1330], [-0.8853, -0.0188, -1.9032], [-0.5786, -1.4109, -2.5640], [-1.8326, 0.0813, -1.1639], [1.8777, -1.0422, -0.3395], [1.8475, -2.0562, 0.7466], [2.7020, -3.3306, 0.5253], [2.3599, -4.1649, -0.2765], [3.8585, -3.4921, 1.2242], [4.6249, -4.6238, 0.7501], [1.0072, -1.8024, 1.9088], [0.8595, -3.0310, 3.2889], [1.8510, -4.1355, 3.2433], [-0.6701, -3.7005, 3.1870], [0.9748, -2.3037, 4.7683], [0.1822, 2.5113, 3.2806], [-1.4150, 3.2587, 3.7408], [-0.5904, 2.0598, 4.8926], [-2.4697, 0.9117, 3.7420], [-1.8589, 1.3165, 2.1069], [-0.0652, -0.1773, 4.2057], [-1.3978, -1.1160, 3.3429], [-0.2155, 1.2509, 0.9801], [1.9288, 1.0168, -2.0072], [1.2156, 2.2258, -0.8533], [-0.4033, -2.1227, -1.7063], [0.4073, -1.3214, -3.0999], [-1.4058, -1.7882, -3.2085], [2.5054, -1.2121, -1.2708], [4.8410, -4.5537, -0.3453], [5.6223, -4.6909, 1.2676], [4.0747, -5.5644, 1.0194], [-0.8529, -3.7557, 2.2246], [1.5245, -2.8724, 5.3471], [-6.0059, 1.3729, 2.1246], [-7.4919, 1.3359, 2.5323], [-8.3162, 2.5779, 2.1940], [-7.8606, 3.6804, 2.8218], [-9.5975, 2.4062, 2.5980], [-7.5785, 1.0402, 3.8490], [-8.0513, 0.2823, 1.8717], [-5.0637, 1.7220, 3.1428], [-4.8243, 3.0790, 3.3762], [-5.2295, 3.5170, 4.7855], [-6.5393, 3.2992, 5.0076], [-5.0131, 4.8419, 4.9491], [-5.4035, 3.8129, 2.4119], [-3.4842, 3.2523, 3.2229], [-5.7426, 0.3460, 1.8629], [-5.8418, 1.9434, 1.2086], [-8.3265, 2.7657, 1.1169], [-4.6601, 2.9713, 5.5422], [6.0080, 0.6540, -6.0577], [4.8928, 0.6785, -7.1220], [3.5842, 1.3546, -6.7126], [2.9891, 0.7344, -5.6687], [2.7001, 1.3131, -7.7373], [4.6711, -0.5830, -7.5559], [5.3871, 1.3633, -8.1906], [6.1501, -0.5483, -5.2970], [5.3474, -0.7089, -4.1702], [4.3987, -1.9015, -4.2995], [3.5792, -1.7696, -5.3587], [3.6045, -2.0022, -3.1974], [4.7022, 0.4435, -3.8911], [6.1891, -0.9253, -3.1337], [6.9482, 0.7299, -6.6073], [5.9889, 1.5383, -5.4179], [3.7453, 2.4039, -6.4517], [4.9540, -2.8340, -4.4173]], "forces_ev_per_angstrom": [[-0.06, -1.24, -0.56], [-0.01, 0.98, 0.78], [-0.72, 0.91, -0.59], [0.82, -1.11, -0.34], [1.42, -1.65, -0.31], [1.12, -1.35, -0.70], [0.85, -0.32, -0.05], [0.46, -0.97, 0.78], [-1.74, -0.74, 0.20], [1.62, 0.95, 0.50], [0.74, 0.03, -0.38], [-1.21, 0.15, 1.97], [-0.45, 1.86, 0.36], [1.05, -1.66, 0.37], [-0.76, 1.20, 0.03], [-0.93, 1.36, -0.77], [0.80, -1.40, 0.16], [-0.21, 1.92, -1.02], [0.41, -3.08, 2.01], [-0.55, 1.46, -0.73], [1.69, 2.18, -0.63], [-0.71, -0.28, -1.96], [-0.69, -0.02, 0.67], [0.68, -0.96, 0.18], [-0.08, 0.57, -1.09], [0.92, -0.02, -0.75], [0.23, -0.41, 0.88], [-0.36, -0.47, -1.15], [1.03, 0.61, -0.04], [-0.05, -0.53, 0.38], [-0.68, 0.09, 1.04], [-0.56, -0.82, -0.62], [-0.42, 0.66, -0.90], [-1.14, -0.33, 0.12], [0.67, 0.57, 0.53], [-0.98, 0.34, 1.37], [-0.53, -0.06, 0.92], [-1.23, 0.70, -0.19], [0.42, 0.90, -0.57], [-0.23, -0.30, 0.62], [-0.22, 0.17, -0.51], [0.45, -0.52, -0.43], [0.44, -0.36, 0.64], [-0.83, 0.33, -0.14], [0.07, -0.15, -0.02], [0.16, -0.29, -0.03], [-0.07, 0.23, -0.08], [0.00, 0.32, -0.29], [-0.50, 0.92, 0.37], [-0.16, -0.94, -1.35], [-0.24, 0.21, 0.79], [0.20, -0.15, -0.19], [0.24, -0.10, -0.31], [0.21, 0.35, 0.39], [-0.23, 0.21, 0.36], [-0.13, 0.02, 0.22], [-0.19, 0.18, 0.18], [0.12, -0.11, -0.03], [0.12, -0.07, -0.15], [0.79, 0.23, -0.04], [0.48, -0.78, -0.04], [-0.65, 0.43, -0.42], [0.08, -0.03, -0.02], [0.27, -0.05, -0.05], [-0.23, 0.12, 0.14], [-0.19, 0.33, 0.29], [-1.26, -0.06, 0.31], [1.36, 1.02, -0.59], [-0.25, -0.63, -0.46], [0.17, 0.13, 0.16], [0.09, 0.22, 0.32], [-0.30, -0.33, 0.38], [-0.33, -0.37, 0.08], [-0.16, -0.18, -0.09], [-0.28, -0.10, -0.01], [0.16, -0.02, 0.02], [0.16, 0.11, 0.12]]}

{"formula": "C25H25N2O6Re", "method": "wB97M-V/def2-TZVPD", "total_charge": 1, "e_tot_ev": -43719.0410, "homo_lumo_gap_ev": [5.636, 6.720], "multiplicity": 2, "homo_ev": [-11.15, -11.20], "species": ["Re", "O", "C", "C", "C", "C", "C", "C", "C", "N", "N", "C", "O", "C", "C", "C", "C", "C", "C", "H", "H", "H", "H", "H", "H", "H", "H", "H", "H", "C", "O", "C", "C", "O", "C", "H", "H", "H", "H", "H", "H", "H", "H", "H", "H", "O", "C", "O", "C", "C", "C", "C", "C", "C", "H", "H", "H", "H", "H"], "coordinates": [[0.4932, 0.1411, 0.0968], [2.0417, -0.5336, 1.2252], [2.2866, -1.7923, 1.4012], [3.6248, -2.2381, 1.3887], [3.9285, -3.5592, 1.5967], [2.9221, -4.4862, 1.8890], [1.6116, -4.0815, 1.9473], [1.2486, -2.7508, 1.6717], [-0.0994, -2.3211, 1.7935], [-0.5438, -1.1622, 1.3758], [-1.7274, -0.7477, 1.8158], [-1.8854, 0.5541, 1.6596], [-0.9359, 1.2315, 1.1170], [-3.1308, 1.1667, 2.1048], [-3.3807, 2.5136, 1.8385], [-4.6019, 3.0602, 2.1788], [-5.5702, 2.2788, 2.7903], [-5.3162, 0.9451, 3.0768], [-4.0998, 0.3863, 2.7416], [4.3858, -1.5022, 1.1844], [4.9538, -3.8881, 1.5327], [3.1845, -5.5165, 2.0702], [0.8420, -4.7985, 2.1883], [-0.8005, -2.9364, 2.3495], [-2.6226, 3.1015, 1.3450], [-4.8080, 4.0949, 1.9565], [-6.5284, 2.7110, 3.0335], [-6.0761, 0.3472, 3.5548], [-3.8810, -0.6498, 2.9439], [-0.5264, 2.7539, -1.7647], [-0.9345, 1.4066, -1.5680], [-1.2427, 0.7359, -2.7773], [-1.9306, -0.5654, -2.3977], [-1.0048, -1.3147, -1.6390], [-1.4731, -2.5970, -1.2830], [-1.2915, 3.2969, -2.3291], [0.4270, 2.8094, -2.2983], [-0.4122, 3.1870, -0.7726], [-0.3304, 0.5267, -3.3527], [-1.9140, 1.3506, -3.3892], [-2.2233, -1.1176, -3.2987], [-2.8262, -0.3517, -1.7984], [-1.7289, -3.1742, -2.1755], [-2.3470, -2.5269, -0.6290], [-0.6547, -3.0881, -0.7635], [1.7286, -0.8800, -1.3241], [2.2476, 0.2085, -1.7179], [1.8376, 1.2719, -1.1677], [3.2645, 0.2381, -2.7692], [3.9312, -0.9358, -3.1202], [4.9200, -0.8858, -4.0835], [5.2224, 0.3175, -4.7037], [4.5486, 1.4812, -4.3627], [3.5750, 1.4510, -3.3844], [3.6706, -1.8616, -2.6267], [5.4660, -1.7791, -4.3463], [5.9885, 0.3465, -5.4625], [4.7975, 2.4104, -4.8505], [3.0490, 2.3478, -3.0892]], "forces_ev_per_angstrom": [[0.79, -0.76, 1.67], [-1.55, 1.76, -1.33], [-0.14, -1.23, 0.18], [0.01, 0.10, 0.06], [-0.02, 0.48, -0.11], [-0.54, -0.09, 0.07], [0.34, -0.36, 0.06], [-0.14, 0.89, -0.42], [0.18, -0.43, 0.28], [1.16, 1.08, -1.32], [-1.32, 0.04, 0.93], [0.17, -1.75, 0.25], [1.44, 0.31, -1.21], [-0.32, 0.37, 0.00], [0.12, -0.34, -0.05], [-0.08, 0.09, 0.02], [0.04, 0.02, -0.05], [-0.05, 0.06, 0.03], [0.18, 0.08, -0.15], [0.13, 0.06, -0.02], [0.12, 0.00, 0.03], [-0.04, -0.09, 0.03], [-0.14, -0.05, 0.02], [-0.07, 0.00, 0.01], [0.06, 0.10, -0.02], [-0.01, 0.13, 0.00], [-0.09, 0.03, 0.06], [-0.04, -0.09, 0.06], [-0.05, -0.08, 0.05], [0.19, 0.51, 0.04], [0.54, -0.80, 0.55], [-0.33, -0.64, -0.27], [-0.01, 0.42, -0.15], [0.22, 0.38, 0.05], [-0.03, -0.24, 0.06], [-0.01, -0.13, 0.13], [-0.15, -0.06, 0.06], [0.00, 0.03, -0.09], [-0.05, 0.08, 0.07], [0.08, -0.04, 0.13], [0.03, 0.05, 0.05], [0.03, -0.03, -0.08], [0.00, 0.03, 0.01], [-0.01, -0.03, 0.02], [-0.03, -0.10, -0.01], [-0.88, 0.03, 0.40], [0.71, -0.01, -0.79], [-0.59, 0.21, 0.76], [0.13, 0.02, -0.02], [-0.15, 0.15, 0.05], [0.05, -0.06, 0.01], [-0.02, -0.01, -0.02], [0.05, 0.04, -0.03], [-0.05, -0.16, 0.11], [0.01, -0.03, 0.00], [0.00, -0.08, -0.05], [0.10, 0.02, -0.07], [0.01, 0.09, -0.06], [0.02, 0.04, 0.02]]}